C44H37N3O6P2PtS2Se | ωB97M-V/def2-TZVPD

XYZ file:
```
96
Properties=species:S:1:pos:R:3
Pt -0.439 0.077 -0.330
O 1.374 0.057 3.272
S 0.212 0.798 2.884
O -0.717 1.127 3.936
O -0.585 0.082 1.787
C 0.675 2.392 2.167
C 0.010 3.484 2.721
C 0.190 4.762 2.228
C 1.055 4.979 1.165
C 1.744 3.911 0.623
C 1.568 2.618 1.112
S 2.604 1.390 0.311
O 3.943 1.584 0.801
O 2.450 1.706 -1.113
O 1.995 0.075 0.598
H -0.657 3.310 3.553
H -0.348 5.587 2.679
H 1.203 5.975 0.769
H 2.435 4.056 -0.196
C -2.144 -2.737 -1.566
N -1.980 -2.207 -2.904
C -0.665 -1.750 -3.263
P -0.219 -0.113 -2.569
C 1.423 0.060 -3.280
C 1.551 0.312 -4.651
C 2.800 0.409 -5.227
C 3.926 0.256 -4.419
C 3.798 -0.003 -3.070
C 2.541 -0.065 -2.460
C -1.302 1.091 -3.384
C -2.673 0.857 -3.511
C -3.475 1.775 -4.170
C -2.922 2.932 -4.704
C -1.566 3.180 -4.560
C -0.758 2.268 -3.896
C -2.732 -2.913 -3.885
C -4.123 -2.921 -3.785
C -4.889 -3.599 -4.716
C -4.283 -4.269 -5.772
C -2.902 -4.261 -5.876
C -2.126 -3.597 -4.934
P -1.126 -2.026 -0.222
C 0.287 -3.092 0.076
C 0.608 -4.183 -0.728
C 1.767 -4.904 -0.481
C 2.601 -4.541 0.567
C 2.283 -3.453 1.369
C 1.134 -2.720 1.126
C -2.270 -2.210 1.170
C -2.028 -3.084 2.220
C -2.977 -3.238 3.222
C -4.166 -2.529 3.169
C -4.412 -1.656 2.116
C -3.467 -1.495 1.120
H -1.988 -3.826 -1.524
H -3.166 -2.570 -1.228
H -0.593 -1.626 -4.344
H 0.149 -2.435 -2.975
H 0.666 0.424 -5.267
H 2.902 0.579 -6.290
H 4.914 0.316 -4.858
H 4.676 -0.123 -2.449
H 2.462 -0.681 -1.576
H -3.108 -0.044 -3.103
H -4.535 1.583 -4.270
H -3.551 3.641 -5.225
H -1.129 4.083 -4.967
H 0.302 2.464 -3.792
H -4.603 -2.378 -2.980
H -5.968 -3.592 -4.626
H -4.884 -4.789 -6.505
H -2.417 -4.782 -6.691
H -1.048 -3.617 -5.025
H -0.027 -4.482 -1.552
H 2.017 -5.748 -1.111
H 3.508 -5.101 0.751
H 2.937 -3.147 2.174
H 0.927 -1.846 1.731
H -1.098 -3.634 2.270
H -2.782 -3.912 4.045
H -4.902 -2.648 3.954
H -5.333 -1.088 2.082
H -3.646 -0.795 0.310
Se -2.970 1.858 2.025
N -2.132 2.230 0.511
C -2.730 3.289 -0.017
C -2.311 3.954 -1.208
C -3.004 5.039 -1.624
C -4.142 5.534 -0.902
C -4.565 4.946 0.241
C -3.856 3.801 0.728
N -4.149 3.150 1.843
H -1.446 3.586 -1.739
H -2.696 5.556 -2.524
H -4.660 6.404 -1.284
H -5.414 5.311 0.802
```

The total energy comes out at -171824.639 eV. Its strongest force on any atom is 0.0538 hartree/bohr. Its total charge is 0. The calculation puts the LUMO energy at -1.12 eV.

---

C8H11Cl12FO3 | ωB97M-V/def2-TZVPD

XYZ file:
```
35
Properties=species:S:1:pos:R:3
C -3.366 -0.425 -1.598
C -2.191 0.510 -1.143
O -1.609 1.105 -2.305
C -0.438 0.495 -2.704
O -0.378 0.288 -4.128
C -1.137 1.128 -4.812
O -1.095 2.273 -4.807
F -1.987 0.531 -5.631
H -3.346 -1.323 -0.981
H -3.240 -0.648 -2.660
H -4.291 0.142 -1.471
H -2.644 1.293 -0.529
H -1.469 -0.017 -0.511
H -0.344 -0.501 -2.252
H 0.470 1.044 -2.411
Cl -2.497 -1.341 3.398
C -3.944 -1.942 2.581
Cl -4.606 -0.708 1.505
Cl -3.584 -3.420 1.684
H -4.689 -2.173 3.333
Cl 2.104 -0.836 6.538
C 0.659 -1.427 5.713
Cl 0.003 -0.188 4.639
Cl 1.014 -2.902 4.812
H -0.089 -1.658 6.462
Cl 6.746 0.067 7.428
C 5.834 0.687 6.049
Cl 5.445 2.395 6.278
Cl 6.733 0.449 4.549
H 4.905 0.132 5.980
Cl 1.932 2.174 -7.995
C 2.516 1.374 -6.534
Cl 3.259 -0.179 -6.925
Cl 3.655 2.409 -5.667
H 1.668 1.190 -5.886
```

The total energy comes out at -167602.133 eV. Its strongest force on any atom is 0.0821 hartree/bohr. The structure (SMILES) is CCOCOC(=O)F.ClC(Cl)Cl.ClC(Cl)Cl.ClC(Cl)Cl.ClC(Cl)Cl. Its total charge is 0. The calculation puts the LUMO energy at 0.26 eV.

---

C14H21CsN9Sb2 | ωB97M-V/def2-TZVPD

XYZ file:
```
47
Properties=species:S:1:pos:R:3
Cs -0.097 0.076 0.107
C -2.433 -4.958 -1.889
Sb -1.242 -3.188 -1.596
C -1.217 -2.705 -3.688
C 0.648 -4.315 -1.495
C 1.587 -4.199 -2.662
C 1.256 -4.890 -3.835
C 2.062 -4.878 -4.957
C 3.256 -4.166 -4.924
C 3.603 -3.487 -3.772
C 2.792 -3.477 -2.630
C 3.273 -2.715 -1.430
Sb 3.257 -0.519 -1.549
C 5.138 -0.326 -2.579
C 2.088 -0.332 -3.339
H -1.998 -5.549 -2.696
H -3.452 -4.676 -2.156
H -2.460 -5.551 -0.975
H -1.143 -3.610 -4.290
H -0.379 -2.052 -3.928
H -2.146 -2.183 -3.922
H 0.311 -5.349 -1.400
H 1.109 -4.038 -0.551
H 0.333 -5.461 -3.850
H 1.770 -5.426 -5.844
H 3.912 -4.148 -5.785
H 4.542 -2.945 -3.738
H 4.325 -2.942 -1.243
H 2.729 -2.961 -0.522
H 5.103 -0.854 -3.532
H 5.949 -0.720 -1.967
H 5.323 0.732 -2.766
H 2.466 -1.009 -4.106
H 2.142 0.699 -3.688
H 1.043 -0.569 -3.135
N -1.706 2.956 2.450
C -1.097 1.904 3.113
N -1.058 1.848 4.437
N -0.400 0.699 4.699
N -0.070 0.111 3.599
N -0.502 0.858 2.548
C -1.820 3.156 1.085
N -2.436 4.222 0.590
N -2.345 4.064 -0.747
N -1.714 2.974 -1.028
N -1.356 2.355 0.130
H -2.112 3.666 3.032
```

The total energy comes out at -41891.527 eV. Its strongest force on any atom is 0.0384 hartree/bohr. Its total charge is -1. The calculation puts the LUMO energy at 1.84 eV.

---

In eV, the relative energy (zero: lowest compared OMol25 entry of this formula, charge and spin) values for the records above are, in order, 0.000 0.420 0.102.